Computed, not measured: 8 unconnected molecules or ions with the total composition C28H65N10O10S, with the ωB97M-V functional and the def2-TZVPD basis.

As for the LUMO energy: -3.627 eV. As for the spin multiplicity: 1. Its HOMO energy is -10.5994 eV. The total energy comes out at -76294.1359 eV. The total charge is +1. The value obtained for the HOMO-LUMO gap is 6.97 eV.

Geometry as XYZ:
```
114
Properties=species:S:1:pos:R:3:forces:R:3:mulliken_charge:R:1
O 2.1112 1.4169 -1.4100 -0.5814 -0.3238 -0.2889 -0.66
O 4.2892 4.4207 3.5423 -0.0133 0.0128 0.0541 -0.60
H 1.1455 -3.9204 1.3292 -0.3605 -0.4080 -0.2348 0.30
N -3.3760 -4.6906 -3.1912 0.0351 -0.0716 -0.0079 0.10
H -5.3028 -4.2891 -3.7146 -0.0030 0.0036 0.0022 0.15
C -3.5491 -6.1052 -3.4819 0.0606 0.0517 0.0193 -0.93
C 5.9783 -0.0380 1.0120 -0.0984 -0.1321 -0.1596 0.09
H 7.7231 2.0216 0.7283 0.0261 0.0180 -0.0525 0.23
H 1.6129 -9.9119 1.9812 0.0179 -0.0198 -0.0055 0.34
H 3.3483 9.4752 0.1047 0.0174 0.0056 0.0057 0.28
H 4.2305 8.4438 -1.0429 0.0057 -0.0129 -0.0023 0.39
S 1.3362 0.6177 -0.5108 1.7136 0.7849 0.5969 1.48
C 5.7211 1.6284 5.2726 0.0112 -0.0173 -0.0840 -0.88
O 0.8760 10.2183 -0.8197 -0.0023 0.0427 0.0368 -0.59
H 3.2533 -9.2512 1.9031 0.0132 0.0009 -0.0063 0.29
H 2.1547 5.5735 1.0687 0.1492 -0.0360 0.0230 0.12
H 0.6977 -1.0226 -1.8981 0.1559 0.0757 -0.0104 0.53
H -4.1576 1.1720 0.1888 -0.0032 -0.0884 0.2288 0.44
H 0.7889 8.1763 2.4872 -0.0184 0.0251 0.0067 0.32
C 5.2823 0.9573 -1.1058 0.2698 0.0808 0.0707 -0.73
H 7.6145 1.9583 -1.0444 -0.0037 0.0081 -0.0043 0.40
H -1.8901 -2.0306 0.2727 -0.0027 0.1497 0.0763 0.23
O 2.0681 -0.2828 0.3429 -0.5832 -0.2767 -0.3383 -0.61
C 2.2336 7.0147 -1.6642 0.1912 0.1956 0.1083 -0.89
H -6.2953 0.5885 -0.4299 0.0218 -0.1156 -0.0382 0.38
H -1.4030 -5.0486 -2.6478 0.0100 -0.0077 0.0113 0.45
H 6.6995 1.5537 2.9313 -0.1065 0.1549 0.1130 0.50
H 5.4433 0.6181 4.9677 0.0280 -0.0074 0.0060 0.31
C -4.3803 -3.8149 -3.3516 -0.2151 -0.0274 -0.1426 0.21
H -10.1294 -5.5387 -4.2813 -0.0137 -0.0053 -0.0076 0.31
N 6.2552 0.7376 -0.0523 -0.0685 -0.0957 0.0280 0.22
H 5.0471 2.0203 -1.1805 -0.0825 -0.0136 -0.0748 0.37
C 0.2245 -3.3789 1.1455 -0.2052 0.4775 -0.6983 -1.10
H -2.2014 -3.7537 -1.7322 0.0296 -0.0403 0.0111 0.10
C 7.5605 1.3709 -0.1314 -0.0067 -0.0345 0.0463 -0.90
H -10.3689 -2.3846 -3.3692 0.0009 0.0264 0.0146 0.35
H 2.3494 -9.1901 3.4235 0.0230 -0.0157 0.0026 0.34
H -3.9524 -0.2223 -1.8788 0.2249 -0.1141 -0.0399 0.36
H -9.2160 -1.9335 -4.6379 0.0065 0.0261 0.0088 0.35
H 2.6618 6.3912 2.5692 -0.0028 0.0006 0.0584 0.41
H -7.4745 -3.6947 -2.4355 -0.0382 0.0428 -0.0115 0.22
O 2.0351 -5.8684 0.8312 -0.0819 0.0197 0.0301 -0.58
H 6.6357 3.3130 2.6780 -0.0378 0.0892 0.0015 0.26
C -4.2795 0.0822 0.2036 -0.1521 0.1120 -0.1010 0.31
C -9.6670 -4.6947 -4.7920 0.0559 -0.0159 0.0416 -0.95
C 6.0513 2.4252 2.9209 0.0945 0.2127 0.2459 -1.05
N -8.9497 -3.8568 -3.8420 -0.0759 -0.0160 -0.0494 0.08
C 2.4332 -6.9695 1.1806 0.1110 -0.0033 -0.0485 0.11
C -9.3300 -2.4667 -3.6927 -0.0345 -0.0892 -0.0414 -0.83
H -4.5689 -6.2817 -3.8166 -0.0220 0.0007 0.0214 0.30
H 0.7455 7.3201 4.0391 -0.0134 0.0087 0.0078 0.33
H 8.3506 0.6201 -0.1354 0.0151 0.0023 -0.0106 0.31
H -8.9835 -5.0900 -5.5430 -0.0085 -0.0017 -0.0159 0.29
C 0.3354 7.3451 3.0290 0.0802 -0.0280 -0.0806 -0.89
H -3.8871 -1.2834 1.5595 -0.2822 -0.0452 0.0936 0.34
H 1.0773 2.4247 0.8390 -0.1151 0.0012 -0.0599 0.30
O -7.5818 -5.5630 -3.2242 0.0827 -0.0136 -0.0738 -0.63
N 0.5989 6.0908 2.3471 0.0927 0.1709 0.0746 0.27
C 0.9891 9.0622 -1.1696 -0.0600 -0.0153 0.0282 0.12
C -2.0938 -4.2126 -2.7187 -0.0823 0.0523 -0.0303 -0.80
C 2.2662 -9.1150 2.3386 -0.0792 0.0587 0.0166 -0.91
O -3.7610 -0.3336 1.4672 0.3963 0.0413 -0.2047 -0.55
O -4.3043 -2.6150 -3.1243 0.1788 0.0055 0.2473 -0.63
H 6.7871 1.6396 5.5041 -0.0014 -0.0155 0.0184 0.31
H -0.4337 2.1441 -0.0328 0.2291 0.1949 -0.0666 0.36
H 4.3702 0.4164 -0.8774 -0.0129 -0.0157 0.0271 -0.02
H 3.4159 -7.3593 0.8758 0.0054 -0.0008 -0.0064 0.26
H -1.6878 -3.4621 -3.4002 0.0160 0.0039 0.0045 0.30
H 4.1325 3.6366 5.4156 0.0145 0.0134 0.0147 0.29
N 0.2114 -0.2445 -1.4597 -0.5822 -0.1120 0.4455 -0.23
N -2.0953 0.1211 -0.9703 0.1685 -1.0009 0.4385 0.08
C 1.9815 5.6634 2.1414 -0.3857 0.0397 -0.1790 -0.90
H -0.2363 -7.2211 1.5849 -0.0180 -0.0074 0.0069 0.27
H -10.4354 -4.1005 -5.2789 -0.0073 0.0137 -0.0016 0.39
H 0.0067 1.1117 1.3791 0.0366 -0.0239 -0.1219 0.41
H 5.6700 0.6106 -2.0662 -0.0240 0.0226 -0.0094 0.39
N -1.0129 -1.7923 -0.1754 -0.2548 -0.5406 -0.5792 0.25
C 4.5683 3.6021 4.4037 0.0953 -0.0694 -0.0331 0.08
H -6.2050 -0.4340 1.0066 -0.0236 0.0437 -0.1037 0.39
H -0.7379 7.5123 3.0892 -0.0154 -0.0041 -0.0043 0.30
O 6.7455 -0.2432 1.9348 0.0955 -0.3257 -0.0929 -0.63
H -1.3870 5.7179 2.0310 -0.0019 -0.0185 0.0239 0.24
C 0.0536 -2.7346 -0.0106 0.3841 -0.4658 0.6239 0.04
H -3.3680 -6.7040 -2.5882 -0.0172 -0.0191 -0.0016 0.34
H -8.6936 -1.9938 -2.9474 0.0126 0.0040 0.0076 0.21
C 0.4279 -7.4162 2.4278 0.0512 0.0551 -0.0492 -0.86
H 3.5115 9.9798 -1.5749 0.0176 0.0064 0.0013 0.32
H 4.9631 -0.4684 0.9778 0.0146 -0.0055 -0.0115 0.29
C -3.4470 -0.4737 -0.9429 -0.4372 0.3073 0.2181 -0.80
H -0.5426 -3.3600 1.9132 0.2262 0.3147 0.1723 0.29
C -7.9535 -4.4062 -3.1315 0.0903 0.0830 0.1153 0.26
H -5.9003 -1.1321 -0.6070 -0.0420 0.0421 0.0984 0.21
H 5.1664 1.8886 6.1720 -0.0105 0.0232 0.0140 0.31
H -2.0404 0.9370 -0.3691 0.1501 0.4282 -0.5466 0.24
C -0.3752 5.3131 1.8798 0.1192 0.0051 0.0958 0.04
H 2.8446 6.9058 -2.5625 -0.0341 -0.0417 -0.0235 0.38
H 0.4980 -6.5052 3.0235 -0.0145 -0.0091 0.0219 0.25
N 1.7420 -7.8162 1.9564 -0.0145 -0.0633 0.0302 0.10
H 0.0111 -8.2124 3.0382 -0.0009 -0.0136 0.0070 0.37
H 0.6961 -2.9042 -0.8672 0.1377 0.3924 0.1987 0.37
H 5.2962 2.2966 2.1448 -0.0197 0.0188 -0.0144 0.26
N 2.1619 8.4023 -1.2573 -0.0264 -0.0647 -0.0531 0.14
N 5.4174 2.5795 4.2223 -0.0065 0.0035 -0.0224 0.20
C -5.7646 -0.2488 0.0253 0.1662 -0.0924 0.0580 -1.35
H -2.8579 -6.4221 -4.2641 -0.0132 -0.0134 -0.0126 0.34
H 0.1213 8.4370 -1.4441 0.0016 -0.0060 -0.0197 0.29
H 1.2335 6.6381 -1.8683 -0.0119 -0.0123 0.0135 0.30
H 2.6842 6.4254 -0.8639 -0.0196 -0.1469 -0.0852 0.27
O -0.1731 4.2350 1.3281 -0.2448 -0.0443 -0.1273 -0.61
C -0.9843 -0.6707 -0.8419 -0.0181 0.3488 0.0861 -0.12
H -3.4250 -1.5648 -0.8928 0.0414 0.0394 -0.1761 0.16
C 3.3839 9.1153 -0.9237 -0.0727 0.0134 -0.0056 -0.98
C 0.3746 1.6579 0.5081 -0.4679 -0.1695 0.1294 -0.94
H 2.1589 4.6973 2.6007 0.0604 0.0181 0.0623 0.27
```
Positions in Å, forces in eV/Å.

Computed, not measured: a molecular structure, C28H66AlO9P2, with the ωB97M-V functional and the def2-TZVPD basis.

As for the LUMO energy: 1.848 eV. As for the spin multiplicity: 1. Its HOMO energy is -4.3570 eV. The total energy comes out at -73713.4926 eV. The total charge is -1. The value obtained for the HOMO-LUMO gap is 6.20 eV. As for the energy relative to the best compared isomer or geometry (same formula, charge and spin): 1.100 eV.

Geometry as XYZ:
```
106
Properties=species:S:1:pos:R:3:forces:R:3:mulliken_charge:R:1
H -8.5768 3.4225 -1.0033 -0.0181 -0.1285 0.0354 0.39
H 2.6921 2.0637 -1.2104 -0.0072 0.0979 -0.0501 0.27
H 5.5096 1.3392 7.0635 0.1033 0.0742 -0.1211 0.29
C 2.5740 1.2772 -1.9592 -0.1628 -0.7751 -0.0108 -0.69
C 1.6412 3.5375 3.6418 0.1168 -0.1218 -0.0954 -0.86
H 2.2049 1.7121 -2.8878 0.0902 0.4412 0.1215 0.49
H -2.0013 -8.2277 -1.7777 -0.0385 -0.0168 -0.0369 0.25
O -8.9055 5.1261 -2.6440 0.0460 0.2224 -0.1578 -0.59
H 0.5365 -5.9648 0.4539 -0.0456 -0.0060 -0.0163 0.29
H -1.1631 -1.3539 -3.0084 -0.1960 0.1555 -0.0521 0.40
H 4.1981 2.0432 1.3252 -0.0344 0.0056 0.0431 0.29
C 5.1277 2.6454 -3.1881 0.7578 -0.1704 0.0050 -0.74
H 6.6231 4.3778 -0.8787 -0.1087 -0.1954 0.1814 0.27
H 6.0036 -1.1049 5.3081 -0.1094 -0.0073 -0.0440 0.36
H 4.1051 -0.2663 -1.6433 -0.1506 0.0224 0.1337 0.51
H -2.8543 -3.4205 2.1287 0.0385 -0.0440 -0.1725 0.26
C 5.1187 1.5920 -2.0761 -0.6530 -0.6242 -0.5436 0.01
H 5.3779 -0.3573 7.5003 -0.0127 0.0127 0.0011 0.28
H 0.8948 -0.3698 -3.4585 0.0848 0.0968 -0.0388 0.27
H 3.2536 4.2053 4.9174 0.0385 -0.0577 0.0240 0.29
H 5.0385 2.0174 -1.0762 0.2680 0.0941 0.0227 -0.14
C -2.8464 -6.2679 -2.1066 0.0753 0.0135 -0.3151 -0.26
C -1.8263 -0.1055 -1.3510 -0.4852 -0.3016 -0.5799 -0.46
H -2.7677 1.7604 -1.8273 0.0212 0.1347 -0.2531 0.25
H 3.2552 0.5962 0.9793 -0.1378 0.0117 0.1441 0.11
H 5.5059 4.6988 -3.5751 0.0893 -0.0492 -0.1512 0.35
O 3.0399 2.1536 5.1214 0.0088 0.1374 -0.5427 -0.33
H -7.0710 1.2776 -3.6068 0.0968 0.0084 -0.1098 -0.29
C -4.9381 -3.6065 1.5914 -0.1544 -0.1326 0.0104 -1.10
H 6.9500 3.8534 -3.1454 0.0746 -0.1750 0.1894 0.37
H 4.1212 2.8588 -3.5469 -0.1284 0.1476 0.3150 0.27
C 5.8951 3.9439 -2.8876 -0.6708 0.4104 -0.0734 -0.55
O -3.2582 -6.1067 -0.7445 0.7217 -0.2015 -0.1132 -0.39
H -0.8021 -6.9408 -1.8365 -0.0031 -0.0021 -0.0383 0.20
H 5.5635 5.5925 -1.5198 -0.0945 0.0250 0.0587 0.35
C 4.0031 1.0172 1.6490 0.1601 -0.0883 -0.3273 0.10
C -0.7423 -0.8220 -2.1541 0.3768 0.0289 0.7120 -0.73
C -0.0310 -5.4947 2.4822 -0.1914 0.1027 0.0233 -1.05
C 5.9352 0.3520 6.8865 -0.1147 -0.0862 0.1352 -1.10
H -7.8055 3.7963 -4.4345 0.1381 -0.3822 0.0506 0.31
H -4.6828 2.0615 -0.9212 0.1382 0.0034 -0.1247 0.39
C -4.2600 0.2803 -2.1600 -0.1823 0.6652 -0.1163 -0.68
H 1.8264 3.6354 5.7793 0.0470 -0.1192 0.0579 0.32
C 3.9324 0.6245 -2.2517 0.2047 0.4494 -0.2152 -0.80
C -2.7867 0.7411 -2.2181 -0.0525 0.0589 0.5518 -0.72
H -0.6734 -5.8925 3.2674 0.0481 -0.0668 0.0216 0.26
H -1.3853 0.4940 -0.5519 0.1290 -0.0267 0.0038 0.22
C 2.4622 3.4507 4.9151 -0.1488 0.3124 -0.0607 -0.35
H 6.0587 0.6397 2.2185 -0.0238 0.0478 -0.0522 0.35
H -8.0598 0.5140 -1.2562 -0.0809 -0.0438 -0.0427 -0.34
H 5.6445 0.1313 0.5783 -0.0474 0.0099 -0.0210 0.39
H -5.7956 -4.1974 1.9170 -0.0011 -0.0084 -0.0113 0.32
C -0.0604 -6.3946 1.2628 0.2440 0.0948 0.1572 -0.22
C -7.0292 4.2744 -3.8411 -0.0917 0.8288 -0.1500 -1.35
H 0.9215 2.7215 3.5897 -0.0397 0.0241 0.0352 0.26
H -2.5406 -5.2993 -2.5112 -0.0311 0.0175 0.0502 0.20
P -2.2765 -5.3886 0.2962 -4.5353 -0.3918 1.5938 0.78
C 1.4859 0.2614 -1.5155 0.3765 0.5277 -0.0173 -0.47
H -4.6725 0.3313 -3.1721 0.0725 -0.1425 -0.0694 0.31
C 5.2739 0.1935 1.6018 0.0938 -0.0353 0.2421 -1.26
H -5.0986 -2.5736 1.9013 0.0122 0.0025 -0.0064 0.35
H -6.1104 3.6935 -3.8239 -0.1159 -0.2609 0.0694 0.29
H -5.3400 0.5596 -0.3134 -0.0442 0.1563 0.1194 0.21
H 0.9869 -5.4049 2.8625 0.0119 -0.0355 -0.0168 0.41
H 1.1066 4.4867 3.6017 0.0035 0.0069 0.0494 0.41
H 6.6237 0.4678 4.8412 -0.0874 0.1501 -0.0080 0.30
C -7.5634 4.5958 -2.4537 0.0496 -0.1703 0.3193 0.42
H 0.0610 1.0622 -2.9145 -0.1626 0.0107 0.0854 0.45
Al -7.0210 1.5428 -2.0074 -0.1546 -0.1055 0.6934 0.09
H -2.4305 -0.8813 -0.8760 0.0605 0.0500 0.2248 0.33
C -7.5705 3.4361 -1.4292 0.1493 0.3162 -0.5313 -0.98
C 5.7169 4.5150 -1.4690 0.4477 0.1866 -0.2221 -1.00
O -3.2667 -5.3838 1.5683 0.4047 -0.0734 0.1296 -0.44
H 1.0512 0.6062 -0.5745 -0.1805 -0.1127 0.0007 0.29
H -0.3902 -4.4912 2.2419 0.0518 -0.0195 -0.0460 0.24
C -5.1699 1.1300 -1.2346 -0.1386 -0.3663 -0.1066 -0.71
H -4.3277 -0.7630 -1.8408 0.1230 -0.0955 -0.1700 0.22
O 5.4300 2.5008 4.3484 -0.1987 0.7678 -2.0296 -0.77
H 5.0923 -0.8123 1.9805 -0.0524 -0.0315 -0.0770 0.32
H -4.9163 -3.6409 0.5029 0.1490 0.1132 -0.0058 0.27
O 4.5577 0.2483 4.8831 -0.0347 0.0505 -0.3018 -0.34
H -0.3268 -1.5966 -1.4979 0.0670 -0.1238 -0.1430 0.21
H 6.0163 0.9758 -2.1659 0.2656 0.2714 0.3360 0.30
H -6.7959 5.2227 -4.3417 -0.0431 -0.0108 -0.0756 0.36
C 5.8471 -0.0306 5.4215 0.2034 0.0046 0.2238 -0.28
H -2.4460 0.7927 -3.2565 0.1557 -0.1178 0.0104 0.42
C -1.7390 -7.2931 -2.2732 0.0845 0.0335 0.1539 -0.94
H -8.9562 5.9630 -2.1754 -0.0393 -0.1461 0.0348 0.31
C -3.6580 -4.1543 2.1900 -0.2267 0.2753 0.0302 -0.23
H 1.9773 -0.6941 -1.3159 -0.1786 -0.1167 0.0806 0.37
H -3.8054 -4.3786 3.2480 0.0283 -0.1301 -0.0290 0.34
H 5.6329 2.1750 -4.0370 -0.1650 0.0071 -0.1420 0.33
C 0.4137 0.0818 -2.5826 0.0348 -0.3899 -0.2980 -0.85
H 3.9305 0.2976 -3.2964 0.0306 -0.2461 0.0425 0.28
H 0.3600 -7.3707 1.4982 -0.1456 -0.0763 -0.0497 0.36
O -1.4037 -6.6361 0.7926 1.3850 0.9587 -0.9459 -0.35
H 4.8762 4.0784 -0.9353 -0.0647 0.0213 -0.0012 0.19
H 6.9733 0.3528 7.2225 0.0011 -0.0118 -0.0116 0.34
O 3.4085 1.0365 2.9682 0.7971 1.4962 -1.0002 -0.30
P 4.2334 1.6669 4.1766 -0.5325 -2.5961 3.6580 1.01
H -3.7329 -6.5879 -2.6514 -0.0722 0.0264 0.1042 0.34
H -6.9531 5.4201 -2.0613 0.0360 -0.0095 0.0295 0.23
H 2.2749 3.4740 2.7548 -0.0217 0.0375 0.0067 0.15
H -1.5615 -7.4874 -3.3315 -0.0438 0.0226 -0.0131 0.41
H -6.9073 3.7518 -0.6130 -0.0097 -0.2006 0.1188 0.38
O -2.0408 -3.9865 -0.0599 2.2512 -0.4014 -0.4862 -0.29
```
Positions in Å, forces in eV/Å.

Which of these has the highest total energy?
C28H66AlO9P2

Which value of total charge does entry 1 give?
+1

The highest HOMO-LUMO gap belongs to which entry?
C28H65N10O10S